Entry 1:
{
  "formula": "C37H45Cl5GeINO3PTl",
  "method": "wB97M-V/def2-TZVPD",
  "largest_force_ev_per_a": 1.1,
  "charge": 3,
  "multiplicity": 2,
  "homo_energy_ev": [-15.560, -16.528],
  "homo_lumo_gap_ha": [0.1983, 0.2339],
  "lumo_ha": [-0.374, -0.374],
  "e_above_lowest_ev": 1.1191,
  "elements": ["Tl", "C", "C", "C", "C", "O", "Ge", "O", "C", "C", "C", "C", "O", "C", "C", "C", "C", "H", "H", "H", "H", "H", "H", "H", "H", "H", "H", "H", "H", "H", "H", "H", "H", "H", "H", "H", "H", "H", "H", "H", "H", "H", "H", "H", "I", "C", "C", "C", "C", "C", "C", "C", "C", "C", "P", "C", "C", "C", "C", "C", "C", "C", "C", "C", "C", "C", "C", "C", "H", "H", "H", "H", "H", "H", "H", "H", "H", "H", "H", "H", "H", "H", "H", "H", "Cl", "C", "Cl", "H", "H", "Cl", "C", "Cl", "Cl", "C", "N"],
  "positions_angstrom": [[-1.510, -0.046, 0.563], [-1.842, 2.483, 2.937], [-0.476, 2.856, 2.365], [-0.605, 3.935, 1.290], [0.436, 3.364, 3.482], [0.086, 1.699, 1.734], [1.329, 0.526, 2.366], [0.125, -0.822, 2.538], [0.254, -2.081, 3.220], [-1.004, -2.871, 2.859], [0.303, -1.843, 4.724], [1.494, -2.821, 2.730], [2.112, -0.001, 0.839], [3.365, 0.399, 0.278], [3.616, -0.568, -0.883], [4.479, 0.258, 1.312], [3.271, 1.835, -0.229], [-2.329, 3.355, 3.372], [-1.723, 1.727, 3.716], [-2.486, 2.081, 2.147], [-1.133, 4.798, 1.696], [-1.155, 3.548, 0.431], [0.384, 4.256, 0.960], [0.046, 4.286, 3.908], [1.436, 3.561, 3.092], [0.501, 2.618, 4.280], [-1.892, -2.306, 3.147], [-1.012, -3.825, 3.385], [-1.026, -3.070, 1.784], [-0.580, -1.294, 5.052], [1.190, -1.255, 4.976], [0.350, -2.788, 5.264], [1.486, -2.878, 1.639], [1.528, -3.829, 3.140], [2.395, -2.287, 3.044], [3.542, -1.596, -0.526], [4.611, -0.407, -1.296], [2.871, -0.402, -1.667], [4.522, -0.765, 1.687], [4.283, 0.929, 2.154], [5.446, 0.519, 0.885], [2.410, 1.943, -0.892], [4.178, 2.119, -0.763], [3.142, 2.516, 0.616], [0.360, -2.151, -2.301], [0.749, -3.072, -4.240], [1.364, -4.283, -4.293], [1.613, -4.840, -5.564], [1.266, -4.163, -6.699], [0.638, -2.896, -6.631], [0.285, -2.164, -7.788], [-0.334, -0.944, -7.707], [-0.636, -0.391, -6.454], [-0.296, -1.077, -5.309], [-0.714, -0.316, -3.743], [0.261, 1.155, -3.503], [-0.288, 2.430, -3.349], [0.559, 3.524, -3.313], [1.934, 3.354, -3.391], [2.482, 2.079, -3.513], [1.651, 0.980, -3.587], [-2.484, -0.300, -3.499], [-3.139, -1.471, -3.109], [-4.521, -1.507, -3.111], [-5.250, -0.387, -3.492], [-4.596, 0.768, -3.898], [-3.214, 0.820, -3.910], [0.349, -2.329, -5.358], [1.662, -4.818, -3.400], [2.088, -5.810, -5.621], [1.469, -4.588, -7.674], [0.521, -2.590, -8.755], [-0.598, -0.400, -8.603], [-1.132, 0.572, -6.392], [-1.354, 2.577, -3.262], [0.140, 4.518, -3.227], [2.587, 4.216, -3.362], [3.554, 1.946, -3.560], [2.077, -0.009, -3.712], [-2.584, -2.358, -2.833], [-5.035, -2.416, -2.831], [-6.332, -0.424, -3.502], [-5.164, 1.627, -4.229], [-2.720, 1.709, -4.275], [-4.104, -2.507, 1.060], [-5.170, -1.287, 1.774], [-4.634, 0.370, 1.394], [-5.156, -1.417, 2.850], [-6.170, -1.427, 1.380], [-2.804, 5.856, -0.703], [-3.918, 4.541, -1.121], [-4.261, 4.567, -2.871], [-5.417, 4.660, -0.195], [-3.260, 3.277, -0.823], [-2.730, 2.283, -0.601]]
}



Entry 2:
{
  "formula": "C37H45Ge2N9O2Se2Ti",
  "method": "wB97M-V/def2-TZVPD",
  "largest_force_ev_per_a": 0.6,
  "charge": -2,
  "multiplicity": 3,
  "homo_energy_ev": [-1.539, -1.543],
  "homo_lumo_gap_ha": [0.2099, 0.2095],
  "lumo_ha": [0.153, 0.153],
  "e_above_lowest_ev": 1.3960,
  "elements": ["Ti", "Se", "Se", "C", "C", "C", "C", "C", "N", "C", "C", "C", "C", "C", "N", "H", "H", "H", "H", "H", "H", "H", "H", "N", "N", "C", "N", "N", "N", "O", "O", "H", "H", "H", "H", "H", "C", "Ge", "C", "C", "C", "C", "C", "C", "C", "C", "C", "C", "C", "C", "C", "C", "C", "C", "C", "C", "H", "H", "H", "H", "H", "H", "H", "H", "H", "H", "H", "H", "H", "H", "H", "H", "C", "Ge", "C", "C", "C", "H", "H", "H", "H", "H", "H", "H", "H", "H", "H", "C", "N", "C", "C", "N", "H", "H", "H", "H", "H", "H"],
  "positions_angstrom": [[-0.555, 0.151, 0.990], [-3.297, -0.786, 2.909], [-1.394, 3.447, 3.121], [-0.687, 1.897, 3.917], [-0.508, 1.933, 5.319], [0.111, 0.911, 5.989], [0.568, -0.184, 5.261], [0.336, -0.190, 3.906], [-0.280, 0.799, 3.229], [-3.539, 0.512, 1.626], [-4.828, 1.051, 1.348], [-4.997, 2.064, 0.453], [-3.878, 2.590, -0.218], [-2.664, 2.028, 0.057], [-2.488, 1.005, 0.921], [-0.873, 2.808, 5.839], [0.236, 0.961, 7.066], [1.064, -1.026, 5.722], [0.623, -1.059, 3.333], [-5.661, 0.628, 1.892], [-5.987, 2.465, 0.265], [-3.954, 3.409, -0.919], [-1.757, 2.373, -0.424], [3.293, -0.219, -0.248], [3.318, -1.546, 0.233], [2.180, -2.048, 0.848], [2.316, -3.236, 1.512], [1.069, -1.429, 0.644], [-0.125, -1.749, 1.401], [-0.107, -2.719, 2.277], [-1.164, -1.676, 0.495], [2.599, -0.207, -0.990], [2.901, 0.379, 0.483], [4.174, -1.743, 0.727], [3.205, -3.357, 1.973], [1.460, -3.371, 2.081], [-0.458, 0.159, -1.216], [-0.940, -1.448, -2.164], [-0.795, -0.989, -4.111], [-1.809, -1.251, -5.032], [-1.688, -0.891, -6.370], [-0.543, -0.252, -6.822], [0.477, 0.030, -5.922], [0.342, -0.332, -4.589], [-2.825, -1.972, -1.988], [-3.775, -1.030, -1.599], [-5.117, -1.366, -1.482], [-5.537, -2.659, -1.760], [-4.606, -3.610, -2.154], [-3.264, -3.266, -2.264], [0.134, -3.104, -2.034], [1.133, -3.389, -2.963], [1.880, -4.559, -2.888], [1.629, -5.478, -1.881], [0.634, -5.212, -0.950], [-0.101, -4.037, -1.022], [0.413, 0.606, -1.705], [-2.716, -1.744, -4.699], [-2.497, -1.107, -7.059], [-0.449, 0.031, -7.864], [1.373, 0.542, -6.256], [1.142, -0.076, -3.899], [-3.466, -0.018, -1.363], [-5.826, -0.618, -1.148], [-6.581, -2.930, -1.652], [-4.920, -4.627, -2.363], [-2.549, -4.025, -2.564], [1.336, -2.695, -3.772], [2.659, -4.748, -3.619], [2.213, -6.389, -1.814], [0.442, -5.908, -0.142], [-0.845, -3.827, -0.264], [1.016, 4.837, -0.346], [1.763, 3.003, -0.401], [1.881, 2.551, -2.323], [3.660, 3.175, 0.130], [0.654, 1.872, 0.698], [1.808, 5.585, -0.441], [0.485, 4.994, 0.595], [0.303, 4.986, -1.160], [2.461, 3.336, -2.816], [0.896, 2.492, -2.786], [2.393, 1.601, -2.490], [4.054, 4.068, -0.362], [4.233, 2.305, -0.192], [3.784, 3.274, 1.206], [0.126, 2.583, 1.355], [2.458, 3.424, 3.667], [2.961, 2.118, 4.082], [3.969, 2.131, 5.126], [3.032, 1.087, 3.245], [3.219, 0.166, 2.570], [3.193, 3.961, 3.057], [2.271, 3.999, 4.576], [1.500, 3.374, 3.160], [4.884, 2.646, 4.804], [4.220, 1.110, 5.403], [3.568, 2.644, 6.001]]
}



Entry 3:
{
  "formula": "C37H45I2N9PV",
  "method": "wB97M-V/def2-TZVPD",
  "largest_force_ev_per_a": 2.9,
  "charge": 2,
  "multiplicity": 3,
  "homo_energy_ev": [-13.186, -13.148],
  "homo_lumo_gap_ha": [0.2817, 0.2875],
  "lumo_ha": [-0.203, -0.196],
  "e_above_lowest_ev": 2.3608,
  "elements": ["V", "C", "N", "C", "C", "N", "C", "P", "C", "N", "C", "C", "N", "C", "C", "N", "C", "C", "N", "C", "H", "H", "H", "H", "H", "H", "H", "H", "H", "H", "H", "H", "H", "H", "H", "I", "C", "I", "H", "H", "N", "C", "C", "C", "C", "C", "N", "C", "H", "H", "H", "H", "C", "C", "C", "C", "C", "C", "C", "C", "N", "C", "C", "C", "C", "C", "C", "C", "C", "C", "C", "H", "H", "H", "H", "H", "H", "H", "H", "H", "H", "H", "H", "H", "H", "H", "H", "H", "H", "H", "H", "H", "H", "H", "H"],
  "positions_angstrom": [[0.059, 0.238, 0.811], [-3.460, 3.902, -0.962], [-2.830, 2.615, -0.847], [-3.244, 1.444, -1.387], [-2.366, 0.487, -0.960], [-1.429, 1.056, -0.159], [-1.720, 2.358, -0.119], [-0.658, 3.708, 0.487], [0.710, 3.264, -0.638], [0.816, 2.075, -1.218], [1.660, 2.245, -2.261], [2.072, 3.551, -2.320], [1.460, 4.192, -1.293], [1.631, 5.575, -0.942], [-0.253, 2.867, 2.054], [-0.190, 1.552, 2.265], [-0.159, 1.384, 3.612], [-0.218, 2.606, 4.222], [-0.278, 3.531, 3.234], [-0.387, 4.950, 3.436], [-4.458, 3.786, -1.376], [-2.884, 4.559, -1.616], [-3.533, 4.362, 0.025], [-4.107, 1.353, -2.015], [-2.365, -0.560, -1.197], [1.908, 1.439, -2.923], [2.736, 4.046, -2.998], [2.673, 5.866, -1.078], [1.353, 5.723, 0.102], [1.014, 6.220, -1.572], [-0.083, 0.417, 4.071], [-0.231, 2.884, 5.257], [0.214, 5.246, 4.293], [-1.425, 5.226, 3.629], [-0.033, 5.482, 2.554], [0.870, -1.276, -1.717], [2.382, -2.834, -1.556], [2.004, -4.366, -0.116], [3.321, -2.356, -1.294], [2.431, -3.296, -2.536], [5.279, 3.072, -2.194], [4.881, 2.857, -1.143], [4.307, 2.624, 0.128], [4.645, 3.403, 1.232], [3.983, 3.155, 2.423], [2.986, 2.191, 2.450], [2.656, 1.449, 1.397], [3.332, 1.634, 0.276], [5.400, 4.170, 1.146], [4.224, 3.713, 3.311], [2.432, 1.985, 3.358], [3.093, 0.988, -0.558], [4.594, -1.530, 1.802], [3.281, -1.622, 2.517], [3.262, -1.987, 3.857], [2.066, -2.032, 4.557], [2.048, -2.428, 5.995], [0.878, -1.740, 3.900], [0.837, -1.466, 2.525], [2.078, -1.377, 1.867], [-0.316, -1.186, 1.796], [-1.526, -2.004, 1.891], [-2.765, -1.097, 2.041], [-4.049, -1.931, 1.940], [-4.105, -2.642, 0.589], [-2.913, -3.588, 0.466], [-2.937, -4.622, 1.585], [-2.870, -3.886, 2.918], [-4.080, -2.965, 3.063], [-1.589, -3.047, 3.021], [-1.613, -2.792, 0.563], [5.119, -2.483, 1.854], [5.226, -0.781, 2.280], [4.479, -1.255, 0.756], [4.184, -2.237, 4.361], [2.948, -2.099, 6.504], [2.017, -3.515, 6.063], [1.180, -2.028, 6.511], [-0.018, -1.735, 4.496], [2.099, -1.152, 0.808], [-2.773, -0.326, 1.270], [-2.727, -0.601, 3.016], [-4.909, -1.261, 2.037], [-4.096, -1.909, -0.221], [-5.034, -3.205, 0.509], [-2.943, -4.094, -0.504], [-2.086, -5.299, 1.487], [-3.846, -5.220, 1.535], [-2.865, -4.611, 3.736], [-4.062, -2.465, 4.034], [-5.000, -3.547, 3.013], [-0.712, -3.696, 2.983], [-1.628, -2.549, 3.987], [-1.550, -2.101, -0.276], [-0.767, -3.481, 0.516]]
}